# 1
A structure of composition C9H16LaN8O2S2 in a non-equilibrium geometry, computed with the ωB97M-V functional and the def2-TZVPD basis.

Results
**Relative energy (zero: lowest compared OMol25 entry of this formula, charge and spin)**: 0.000 eV
**LUMO level (alpha / beta)**: -5.0390 / -5.0400 eV
**M**: 471.3 u
**Total charge**: +1
**Largest force on an atom**: 7.16 eV/A
**Frontier orbital gap (alpha / beta)**: 3.298 / 3.297 eV
**Calculated total energy**: -48129.404 eV

Each line ends with the Mulliken charge.
CARTESIAN COORDINATES (ANGSTROEM)
1 La 0.27 -0.15 0.49  1.399
2 C -4.82 1.48 1.22  -1.529
3 C -3.45 1.15 0.70  0.629
4 S -2.31 0.61 1.81  -0.599
5 C -3.20 1.34 -0.69  0.569
6 C -4.32 1.87 -1.53  -1.505
7 S -1.75 0.96 -1.48  -0.464
8 H -4.84 1.33 2.30  0.362
9 H -5.58 0.82 0.77  0.312
10 H -5.11 2.52 0.97  0.306
11 H -5.31 1.62 -1.19  0.352
12 H -4.20 1.51 -2.58  0.374
13 H -4.31 2.99 -1.61  0.276
14 N -0.36 -0.39 3.41  -0.446
15 N 0.71 -1.04 4.00  -0.274
16 C 1.89 -1.21 3.39  0.659
17 N 2.92 -1.75 4.03  -0.296
18 N 1.85 -0.85 2.08  -0.750
19 N 2.90 -0.89 1.21  1.629
20 O 2.64 -0.46 0.05  -0.734
21 O 4.00 -1.31 1.56  -0.634
22 H -0.48 0.55 3.77  0.290
23 H -1.21 -0.96 3.50  0.322
24 H 0.64 -1.21 5.00  0.185
25 H 2.84 -1.88 5.03  0.217
26 H 3.79 -1.87 3.50  0.246
27 N 3.14 -2.15 -4.16  -0.434
28 C 2.56 -1.04 -3.62  0.719
29 C 1.39 -1.13 -2.81  -0.602
30 N 0.95 -0.04 -2.18  -0.125
31 C 1.43 1.17 -2.55  -0.057
32 C 2.52 1.21 -3.44  -0.444
33 N 3.11 0.13 -3.94  -0.557
34 H 3.03 -3.05 -3.71  0.212
35 H 3.90 -1.98 -4.80  0.251
36 H 0.92 -2.10 -2.62  0.310
37 H 0.94 2.03 -2.14  0.437
38 H 2.91 2.18 -3.74  0.393

---

# 2
A cluster of 2 separate species, C9H16N in total in a non-equilibrium geometry, computed with the ωB97M-V functional and the def2-TZVPD basis.

Results
**Relative energy (zero: lowest compared OMol25 entry of this formula, charge and spin)**: 0.987 eV
**LUMO level**: -3.5907 eV
**M**: 138.2 u
**Total charge**: +1
**Largest force on an atom**: 2.23 eV/A
**Frontier orbital gap**: 8.439 eV
**Calculated total energy**: -11075.396 eV

Each line ends with the Mulliken charge.
CARTESIAN COORDINATES (ANGSTROEM)
1 C -1.37 -2.74 0.05  -1.461
2 C -2.11 -0.28 0.01  -0.526
3 C -1.24 -1.33 0.50  0.765
4 C -2.27 0.87 0.75  -0.481
5 C -1.40 1.15 1.78  -0.327
6 C -0.41 -1.00 1.55  -0.433
7 C -0.41 0.27 2.16  -0.542
8 H -2.60 -0.41 -0.94  0.437
9 H -3.18 1.44 0.57  0.388
10 H -1.62 -2.78 -1.02  0.366
11 H -2.24 -3.15 0.58  0.318
12 H -1.56 1.96 2.49  0.406
13 H 0.28 -1.66 2.10  0.316
14 H 0.29 0.59 2.94  0.448
15 H -0.47 -3.35 0.20  0.359
16 C 1.44 0.68 -0.73  0.030
17 C 1.81 2.12 -1.09  -1.347
18 N 2.20 -0.14 -1.81  -0.294
19 H 1.70 0.33 0.28  0.329
20 H 0.35 0.60 -0.94  0.032
21 H 1.45 2.76 -0.28  0.352
22 H 1.25 2.44 -1.97  0.386
23 H 2.11 0.28 -2.74  0.366
24 H 3.16 0.00 -1.49  0.375
25 H 1.98 -1.13 -1.89  0.321
26 H 2.86 2.46 -1.06  0.418

---

# 3
A cluster of 2 separate species, C9H16N2O in total in a non-equilibrium geometry, computed with the ωB97M-V functional and the def2-TZVPD basis.

Results
**Relative energy (zero: lowest compared OMol25 entry of this formula, charge and spin)**: 3.218 eV
**LUMO level**: 0.6776 eV
**M**: 168.2 u
**Total charge**: 0
**Largest force on an atom**: 4.87 eV/A
**Frontier orbital gap**: 9.519 eV
**Calculated total energy**: -14617.566 eV

Each line ends with the Mulliken charge.
CARTESIAN COORDINATES (ANGSTROEM)
1 C -4.32 -0.51 -0.30  -1.118
2 C -3.48 0.77 -0.26  -0.515
3 C -2.08 0.57 -0.84  -0.706
4 C -1.26 -0.45 -0.08  0.800
5 C -1.06 -0.23 1.41  -1.245
6 O -0.79 -1.42 -0.63  -0.528
7 H -4.42 -0.88 -1.32  0.301
8 H -3.86 -1.31 0.30  0.291
9 H -5.31 -0.33 0.08  0.376
10 H -3.99 1.55 -0.84  0.346
11 H -3.41 1.15 0.75  0.309
12 H -2.13 0.24 -1.88  0.321
13 H -1.53 1.53 -0.81  0.325
14 H -0.81 0.82 1.62  0.326
15 H -1.99 -0.48 1.94  0.376
16 H -0.27 -0.88 1.78  0.329
17 N 1.17 -1.86 -0.78  -0.408
18 C 1.91 -1.14 -0.24  -0.222
19 C 2.85 -0.25 0.43  0.571
20 C 3.13 1.06 -0.33  -0.568
21 N 4.35 0.45 -0.88  -0.486
22 C 4.34 -0.59 0.17  -0.616
23 H 2.55 -0.15 1.49  0.361
24 H 3.32 1.89 0.37  0.275
25 H 2.40 1.38 -1.08  0.291
26 H 5.19 1.04 -0.89  0.228
27 H 4.95 -0.37 1.05  0.283
28 H 4.56 -1.61 -0.20  0.307

---

# 4
A structure of composition C9H16N2O2 in a non-equilibrium geometry, computed with the ωB97M-V functional and the def2-TZVPD basis.

Results
**Relative energy (zero: lowest compared OMol25 entry of this formula, charge and spin)**: 7.509 eV
**LUMO level**: -0.0086 eV
**M**: 184.2 u
**Total charge**: 0
**Largest force on an atom**: 6.82 eV/A
**Frontier orbital gap**: 9.242 eV
**Calculated total energy**: -16661.799 eV

Each line ends with the Mulliken charge.
CARTESIAN COORDINATES (ANGSTROEM)
1 C 1.24 2.63 -0.49  -1.412
2 C 1.12 1.17 -0.70  0.331
3 C 1.63 0.48 0.73  -0.720
4 C 2.01 -0.95 0.17  -0.199
5 C 2.85 -1.85 1.10  -0.798
6 C -1.19 -0.49 -0.86  0.613
7 C -2.13 -1.61 -0.84  -0.803
8 C -3.31 -1.66 -0.24  -0.208
9 C -3.03 0.67 0.47  0.308
10 H 0.46 2.82 0.39  0.185
11 H 2.02 3.33 -0.27  0.381
12 H 0.86 3.16 -1.39  0.292
13 H 1.91 0.64 -1.49  0.188
14 H 0.12 0.81 -0.92  0.028
15 H 2.68 0.79 1.06  0.434
16 H 0.99 0.63 1.51  0.424
17 H 2.38 -0.81 -0.90  0.268
18 H 1.10 -1.52 -0.12  0.126
19 H 2.05 -2.60 1.86  0.192
20 H 3.76 -2.57 0.50  0.244
21 H 3.48 -0.93 1.74  0.190
22 H -1.48 1.72 -0.34  0.237
23 H -1.79 -2.35 -1.55  0.388
24 H -4.03 -2.49 -0.23  0.412
25 H -4.67 -0.26 0.66  0.289
26 N -1.82 0.70 -0.27  -0.062
27 N -3.67 -0.55 0.60  -0.212
28 O -0.07 -0.54 -1.28  -0.477
29 O -3.47 1.65 1.09  -0.637

---

# 5
The ion C9H16N3O3S2 with charge -1 in a non-equilibrium geometry, computed with the ωB97M-V functional and the def2-TZVPD basis.

Results
**Relative energy (zero: lowest compared OMol25 entry of this formula, charge and spin)**: 1.968 eV
**LUMO level**: 2.9444 eV
**M**: 278.4 u
**Total charge**: -1
**Largest force on an atom**: 5.98 eV/A
**Frontier orbital gap**: 6.938 eV
**Calculated total energy**: -41876.937 eV

Each line ends with the Mulliken charge.
CARTESIAN COORDINATES (ANGSTROEM)
1 C 1.52 1.12 1.48  -0.741
2 N 2.28 1.77 0.40  -0.100
3 C 2.14 1.67 -0.86  0.114
4 O 3.13 1.93 -1.55  -0.731
5 C 0.72 1.34 -1.47  0.005
6 C -0.14 2.64 -1.45  -0.677
7 S -1.17 2.96 0.00  -0.287
8 N -0.16 0.25 -0.94  0.321
9 C -0.74 -0.83 -1.55  0.199
10 O -0.79 -1.03 -2.79  -0.763
11 C -1.65 -1.61 -0.60  0.073
12 C -2.90 -0.83 -0.16  -0.906
13 S -2.74 0.05 1.42  -0.561
14 N -0.85 -2.06 0.55  -0.210
15 C 0.38 -2.54 0.68  0.913
16 C 1.08 -2.73 1.95  -1.229
17 O 1.01 -2.84 -0.36  -0.721
18 H 1.09 0.13 1.15  0.110
19 H 2.19 1.09 2.31  0.418
20 H 0.63 1.73 1.71  0.247
21 H 3.09 2.34 0.70  0.297
22 H 0.98 1.00 -2.53  0.336
23 H 0.63 3.45 -1.50  0.382
24 H -0.82 2.54 -2.37  0.330
25 H -2.04 1.87 0.01  0.072
26 H -0.37 0.24 0.06  -0.061
27 H -1.93 -2.42 -1.30  0.331
28 H -3.70 -1.43 -0.07  0.461
29 H -3.16 -0.05 -0.97  0.257
30 H -1.15 -1.58 1.42  0.120
31 H 2.14 -2.88 1.64  0.286
32 H 0.60 -3.46 2.53  0.423
33 H 0.69 -1.85 2.47  0.295

---

# 6
The ion C9H16N6 with charge +2 in a non-equilibrium geometry, computed with the ωB97M-V functional and the def2-TZVPD basis.

Results
**Relative energy (zero: lowest compared OMol25 entry of this formula, charge and spin)**: 0.514 eV
**LUMO level**: -6.9492 eV
**M**: 208.3 u
**Total charge**: +2
**Largest force on an atom**: 6.27 eV/A
**Frontier orbital gap**: 10.540 eV
**Calculated total energy**: -18515.234 eV

Each line ends with the Mulliken charge.
CARTESIAN COORDINATES (ANGSTROEM)
1 C -2.62 -1.89 0.68  -1.369
2 C -1.22 -2.09 0.17  -0.332
3 C -0.37 -0.84 0.34  -0.498
4 N -1.19 0.23 -0.81  -0.244
5 C -0.66 1.44 -0.96  0.335
6 N -1.03 2.33 -1.89  -0.315
7 C 0.05 2.06 0.17  -0.756
8 C 0.51 0.96 1.24  0.155
9 N 1.18 1.40 2.25  -0.436
10 N -0.40 -0.06 1.43  -0.166
11 N 1.59 0.11 0.21  -0.186
12 C 2.68 0.20 -0.46  0.044
13 C 2.85 -0.90 -1.27  -1.121
14 C 1.62 -1.55 -1.27  0.140
15 N 0.91 -0.95 -0.27  0.281
16 H -3.16 -2.51 0.00  0.403
17 H -2.90 -0.96 0.48  0.514
18 H -2.86 -2.18 1.66  0.386
19 H -1.12 -2.43 -0.83  0.497
20 H -0.73 -2.77 0.86  0.444
21 H -1.67 -0.34 -1.47  0.301
22 H -0.89 3.29 -1.64  0.255
23 H -1.63 2.06 -2.61  0.241
24 H 0.87 2.69 -0.15  0.547
25 H -0.82 2.66 0.63  0.484
26 H 1.65 2.27 2.12  0.247
27 H 1.63 0.82 2.98  0.278
28 H -0.62 -0.51 2.31  0.390
29 H 3.37 0.99 -0.32  0.503
30 H 3.70 -1.09 -1.78  0.533
31 H 1.29 -2.44 -1.80  0.447

---

# 7
A cluster of 2 separate species, C9H16NO6P in total, computed with the ωB97M-V functional and the def2-TZVPD basis.

Results
**LUMO level**: 0.4621 eV
**M**: 265.2 u
**Total charge**: 0
**Largest force on an atom**: 0.83 eV/A
**Frontier orbital gap**: 9.756 eV
**Calculated total energy**: -32657.894 eV

Each line ends with the Mulliken charge.
CARTESIAN COORDINATES (ANGSTROEM)
1 C 4.71 -0.57 1.33  -1.336
2 C 3.22 -0.32 1.58  -0.586
3 C 2.33 -1.33 0.83  0.268
4 C 0.96 -1.54 1.48  -1.242
5 C 0.25 -0.26 1.05  0.291
6 P -1.59 -0.23 1.16  0.074
7 O -1.74 -0.77 2.71  -0.504
8 O -1.79 1.36 1.43  -0.502
9 N 0.69 -0.05 -0.35  -0.323
10 C 1.90 -0.78 -0.51  0.168
11 O 2.44 -0.92 -1.57  -0.619
12 H 5.12 -1.26 2.06  0.324
13 H 5.29 0.36 1.40  0.343
14 H 4.88 -0.99 0.34  0.372
15 H 2.97 0.70 1.27  0.384
16 H 3.00 -0.37 2.65  0.408
17 H 2.88 -2.26 0.67  0.545
18 H 0.97 -1.72 2.56  0.318
19 H 0.47 -2.39 0.98  0.426
20 H 0.61 0.58 1.65  0.249
21 H -2.03 -1.68 2.72  0.344
22 H -2.46 1.73 0.84  0.423
23 H 0.04 -0.42 -1.03  0.175
24 O -4.24 3.66 -1.61  -0.508
25 C -3.83 2.62 -2.02  0.548
26 O -3.30 1.64 -1.24  -0.179
27 C -3.13 0.46 -2.04  0.119
28 C -3.06 1.04 -3.45  -0.372
29 O -3.83 2.24 -3.32  -0.334
30 H -2.23 -0.05 -1.73  -0.094
31 H -3.99 -0.19 -1.90  0.232
32 H -2.04 1.31 -3.73  0.280
33 H -3.50 0.40 -4.21  0.307

---

# 8
The molecule C9H16NP in a non-equilibrium geometry, computed with the ωB97M-V functional and the def2-TZVPD basis.

Results
**Relative energy (zero: lowest compared OMol25 entry of this formula, charge and spin)**: 1.315 eV
**LUMO level**: 0.8996 eV
**M**: 169.2 u
**Total charge**: 0
**Largest force on an atom**: 4.10 eV/A
**Frontier orbital gap**: 9.045 eV
**Calculated total energy**: -20368.444 eV

Each line ends with the Mulliken charge.
CARTESIAN COORDINATES (ANGSTROEM)
1 C -2.75 -0.35 -0.69  -1.657
2 C -1.39 0.04 -0.48  0.153
3 C -0.77 1.19 -0.66  -1.170
4 C 0.65 1.18 -0.11  1.073
5 C 1.66 2.20 -0.61  -1.281
6 C 0.56 0.88 1.39  -0.882
7 C -0.23 -0.37 1.54  -0.561
8 C -0.31 -0.90 0.10  1.518
9 C -0.48 -2.39 -0.01  -2.152
10 N 0.88 -0.47 -0.58  -0.157
11 P 2.25 -1.34 -0.56  -0.219
12 H -2.98 -1.00 0.05  0.441
13 H -3.00 -0.77 -1.72  0.249
14 H -3.42 0.48 -0.57  0.447
15 H -1.17 2.15 -0.93  0.397
16 H 2.70 1.77 -0.68  0.222
17 H 1.54 3.02 0.09  0.375
18 H 1.40 2.65 -1.57  0.369
19 H -0.02 1.69 1.95  0.296
20 H 1.50 0.95 1.86  0.433
21 H 0.24 -0.98 2.33  0.292
22 H -1.37 -0.23 1.82  0.296
23 H -0.33 -2.65 -1.03  0.422
24 H -1.39 -2.67 0.50  0.423
25 H 0.35 -2.70 0.55  0.633
26 H 3.19 -0.16 -0.06  -0.003
27 H 2.68 -1.20 -1.92  0.045